Here is an isolated molecule of C4H6N2O2 at a distorted geometry from OMol25. Energies are from ωB97M-V with the def2-TZVPD basis set.

```
14
Properties=species:S:1:pos:R:3:forces:R:3
H -2.484 -0.685 0.611 -0.692 0.575 0.667
N -0.084 1.489 0.223 0.131 -0.575 -1.821
O 0.694 -1.355 -0.055 3.783 -1.380 0.188
N 1.307 0.995 -0.016 0.519 -1.179 0.199
H -0.491 -0.688 1.592 0.506 0.145 -0.399
H -0.110 2.248 -0.474 -0.112 -0.049 0.560
C -0.730 0.339 -0.423 -1.453 0.691 3.477
C 1.751 -0.397 -0.066 -1.690 0.680 0.213
H -0.407 0.118 -1.379 1.181 -0.064 -1.803
C -0.431 -0.824 0.510 -0.183 0.809 -1.714
O 2.926 -0.638 -0.108 -1.449 -0.343 -0.037
H 1.934 1.366 0.656 0.537 1.028 0.497
C -1.738 -0.722 -0.142 -0.876 0.854 2.089
H -2.136 -1.246 -0.929 -0.203 -1.195 -2.117
```
Positions in Å, forces in eV/Å.

SMILES: O=C1NN[C@@H]2C[C@H]2O1
Orbital gap (eV): 10.5
Net charge: 0
Energy relative to the best compared isomer or geometry (same formula, charge and spin) (kcal per mole): 110.4
LUMO energy (eV): 0.929


Here is a structure of composition C14H22O2Se2Zr at a distorted geometry from OMol25. Energies are from ωB97M-V with the def2-TZVPD basis set.

```
41
Properties=species:S:1:pos:R:3:forces:R:3
H -4.162 -2.898 -0.096 0.001 0.033 -0.017
C 2.141 3.910 -1.699 -0.023 -0.033 -0.012
H 4.843 0.106 0.110 -0.007 -0.011 -0.023
Se 0.902 -2.110 -0.701 -0.028 0.679 -0.727
H -2.946 -4.174 -0.263 0.029 0.016 0.017
H -0.412 3.244 2.573 0.003 0.003 -0.002
H 4.134 -0.436 1.634 -0.025 -0.017 0.002
C 2.868 0.861 0.482 -0.004 -0.438 0.050
C 2.877 1.758 -0.595 -0.220 -0.250 -0.178
H 1.581 3.691 -2.610 -0.007 0.003 -0.001
H -4.247 -3.917 -2.219 0.016 -0.002 0.003
C -0.119 2.200 2.476 0.115 0.060 0.039
C 0.988 2.928 0.324 -0.301 -0.199 -0.057
H 1.941 0.384 2.367 -0.112 -0.112 -0.077
H 1.788 4.865 -1.314 -0.045 -0.009 -0.020
C 0.928 2.035 1.409 -0.306 -0.215 -0.113
H -2.510 -0.949 -2.264 -0.084 0.024 -0.016
C 1.890 1.010 1.484 -0.251 -0.076 -0.521
H 3.676 1.693 -1.325 -0.036 -0.059 -0.038
C -3.277 -3.210 -0.663 -0.057 -0.040 0.070
H -3.777 -0.835 -1.073 0.018 0.157 0.088
H 3.592 -1.134 0.111 0.038 -0.013 0.015
C -2.159 -2.155 -0.486 0.004 0.067 0.086
H -1.013 1.628 2.225 -0.004 0.002 0.031
C 1.980 2.835 -0.660 -0.153 0.012 -0.221
H 0.308 3.771 0.305 -0.061 -0.045 -0.036
H 0.250 1.856 3.441 0.008 -0.011 -0.005
Se -2.082 0.916 -0.590 0.614 0.022 -0.696
H -2.911 -1.648 1.462 -0.003 -0.040 0.022
C -1.969 -1.984 1.023 -0.071 -0.041 -0.137
H -1.701 -2.952 1.453 -0.030 0.011 0.040
C -0.929 -2.746 -1.201 -0.199 0.107 0.033
H -0.871 -3.817 -1.012 0.127 0.025 0.103
H -0.846 -1.030 2.304 0.137 0.091 -0.064
H 3.189 4.019 -1.971 -0.005 -0.028 -0.032
C -2.697 -0.893 -1.195 0.257 -0.221 0.034
H -1.021 -2.622 -2.277 0.041 -0.045 -0.007
C 3.919 -0.210 0.591 0.011 0.069 0.035
O -0.935 -1.026 1.341 -0.115 -0.090 0.094
Zr 0.330 0.319 -0.856 0.695 0.635 2.248
O -3.542 -3.284 -2.046 0.033 -0.020 -0.008
```
Positions in Å, forces in eV/Å.

Orbital gap (eV): 7.1
Net charge: +2
Energy relative to the best compared isomer or geometry (same formula, charge and spin) (kcal per mole): 45.3
LUMO energy (eV): -8.389


Here is a structure of composition C31H44ClGaN3O5PS from OMol25. Energies are from ωB97M-V with the def2-TZVPD basis set.

```
87
Properties=species:S:1:pos:R:3:forces:R:3
P 0.706 -0.743 2.836 0.022 0.045 0.009
C -1.362 -5.700 4.379 0.026 -0.015 -0.010
H -0.458 2.866 -1.966 0.004 -0.003 0.003
C 1.275 -3.037 -0.672 0.002 -0.020 0.035
C 3.908 -2.918 -0.005 0.026 -0.018 -0.003
H -2.248 -1.122 2.330 -0.003 0.003 -0.005
C 3.445 -4.021 -0.699 0.008 0.000 -0.008
H 0.224 -3.055 -0.914 0.017 0.008 -0.001
C -1.197 -1.151 -1.093 0.043 0.051 0.011
O -0.243 -0.371 -1.434 -0.013 -0.037 -0.082
H -5.010 -3.512 -2.185 -0.003 -0.002 0.002
C 1.230 -2.865 4.629 -0.024 -0.011 0.004
H 1.100 1.295 5.176 0.001 0.003 -0.002
H 1.823 0.678 -1.427 0.017 -0.028 0.000
H 4.948 -2.843 0.278 0.000 0.001 0.000
C -1.837 -1.674 -3.422 -0.004 -0.001 -0.004
H -3.003 -4.527 2.554 -0.003 0.008 0.009
H 0.363 -2.604 5.237 -0.008 0.004 0.008
H -1.790 1.975 -1.215 0.001 0.002 -0.013
C 0.195 -5.905 0.903 0.003 -0.006 -0.012
H 3.188 1.773 0.839 0.003 -0.007 -0.001
C -1.197 2.890 -1.169 -0.011 0.006 0.007
H -2.682 -4.313 0.134 0.057 -0.055 0.036
H 2.261 -5.628 -2.375 -0.019 0.005 -0.023
H 0.767 -6.510 2.866 0.002 0.001 0.005
H -2.881 -0.823 3.952 -0.001 0.000 0.003
N 1.734 -1.972 -0.011 -0.034 -0.030 -0.092
S -0.337 2.792 0.422 0.064 0.010 -0.177
O 0.075 -5.533 -3.375 0.006 -0.083 -0.026
C -0.804 -0.298 3.745 0.011 0.022 0.018
H -0.950 -1.159 -3.764 0.001 -0.001 0.002
H -2.461 -2.271 -5.390 -0.001 0.002 -0.001
H 1.065 -6.358 0.449 0.016 0.008 -0.024
C 2.073 0.266 3.521 0.012 -0.013 -0.004
O 1.914 0.871 -0.484 -0.030 -0.044 0.018
H 4.122 -4.821 -0.973 -0.004 -0.009 0.008
C -0.776 -5.293 0.120 0.016 -0.041 0.027
H -0.571 -0.376 4.809 -0.003 0.006 0.001
C -1.969 4.796 0.267 -0.001 0.005 0.000
H 3.304 2.380 -0.822 -0.009 0.004 0.004
H -1.175 5.543 0.310 0.003 -0.003 0.001
H -1.717 4.879 -1.893 -0.007 -0.002 -0.005
H 0.187 -3.047 2.727 -0.008 -0.022 -0.002
H 2.850 1.197 5.301 0.001 -0.001 0.000
H -1.337 3.999 2.229 0.002 0.001 0.000
Cl -4.855 -3.717 -4.994 0.003 0.000 -0.001
C -4.113 -3.005 -2.511 -0.003 -0.001 -0.004
O -0.446 1.331 0.898 -0.197 -0.054 0.243
C 3.190 1.488 -0.210 -0.002 0.037 0.021
C -3.264 -2.401 -1.607 -0.017 0.040 -0.022
C 0.280 -5.335 -2.204 0.061 0.060 -0.052
H -2.184 -6.395 4.554 0.002 0.000 0.000
C -1.670 3.668 1.247 0.003 -0.014 0.004
H 4.006 0.795 -0.408 -0.003 -0.002 -0.007
H -1.841 -2.209 3.657 0.005 -0.018 -0.010
N 1.611 -5.205 -1.726 -0.087 0.033 0.088
C -2.054 4.171 -1.140 0.006 0.003 0.004
C 1.031 -2.499 3.161 -0.019 -0.027 -0.021
C -1.129 -5.517 2.905 0.010 0.012 -0.001
H 3.348 -1.041 0.888 0.003 0.010 -0.014
O -1.250 -1.446 0.151 -0.012 0.076 -0.040
H 1.904 -2.787 2.571 0.020 0.023 0.020
H 2.138 1.170 2.910 -0.013 0.005 0.008
C 0.014 -5.999 2.278 0.004 -0.010 -0.007
H -2.492 2.956 1.345 -0.002 0.004 0.003
H -3.482 -2.426 -0.548 -0.008 0.040 -0.025
C -2.675 -2.291 -4.331 0.003 0.000 -0.001
H -1.633 -5.197 -1.755 0.001 -0.056 -0.022
C -2.012 -1.165 3.393 0.002 -0.003 -0.004
C -3.808 -2.952 -3.870 -0.005 -0.007 -0.003
H 2.991 -0.303 3.340 0.001 0.006 -0.009
H -1.630 -4.760 4.864 -0.004 0.030 0.016
C 3.026 -1.911 0.331 -0.025 0.007 0.010
H 1.381 -3.940 4.717 -0.014 -0.029 0.006
C -2.123 -1.734 -2.058 -0.022 0.018 0.010
C -1.912 -4.776 0.739 -0.019 -0.009 0.003
C 1.959 0.649 4.998 0.002 -0.003 0.003
H 2.107 -2.375 5.053 0.005 -0.016 -0.004
C -2.088 -4.897 2.105 0.010 0.003 -0.004
C 2.095 -4.103 -1.041 -0.023 -0.025 0.049
Ga 0.425 -0.396 0.479 0.138 -0.021 0.031
H -0.481 -6.103 4.876 0.011 0.005 0.004
H -3.082 3.911 -1.380 -0.001 -0.005 0.008
H -0.998 0.756 3.536 0.001 -0.004 -0.016
H 1.868 -0.221 5.644 -0.002 0.003 0.001
N -0.734 -5.217 -1.295 0.008 0.142 0.023
H -2.892 5.300 0.546 0.001 0.003 -0.003
```
Positions in Å, forces in eV/Å.

Orbital gap (eV): 7.9
Net charge: +2
LUMO energy (eV): -5.079


Here is a structure of composition C11H16P2S7SbTc at a distorted geometry from OMol25. Energies are from ωB97M-V with the def2-TZVPD basis set.

```
38
Properties=species:S:1:pos:R:3:forces:R:3
C 10.893 6.761 9.600 0.539 -0.711 0.737
H 6.898 6.192 9.658 0.223 -0.326 1.357
S 4.700 7.776 6.129 -1.625 0.359 0.616
S 4.051 3.814 7.056 0.259 0.429 -0.780
H 6.562 5.345 8.162 0.035 0.004 0.028
H 11.010 6.114 4.501 -0.519 0.201 -0.142
H 5.855 9.301 8.991 0.505 0.288 -0.074
H 7.221 8.725 9.943 0.203 -0.259 1.476
H 5.303 6.433 8.828 0.944 0.020 0.037
H 7.614 9.917 8.749 -0.612 -0.109 0.022
H 9.567 5.875 3.472 0.092 0.422 0.288
S 6.763 5.750 5.015 0.445 0.852 0.316
H 11.882 6.872 6.363 -0.240 -0.394 0.460
P 9.255 7.488 5.299 0.009 1.319 1.326
C 9.904 6.039 4.509 0.626 -1.945 -0.777
C 11.692 6.555 8.501 -0.007 0.985 -1.468
H 10.145 8.741 3.437 0.326 0.429 0.957
C 10.255 8.869 4.544 -0.978 -1.884 -0.672
H 9.717 5.067 5.020 -0.201 0.896 -0.010
H 12.746 6.351 8.583 0.096 -0.228 0.237
H 11.246 8.708 4.905 0.973 -0.300 -0.182
H 9.971 9.810 4.930 -0.597 1.002 0.032
S 7.141 12.273 4.009 0.268 -0.820 0.142
C 11.189 6.831 7.214 0.972 0.285 0.230
S 7.592 10.187 6.098 -0.425 -0.954 0.151
C 9.032 7.303 8.182 1.171 -0.514 -1.110
P 7.292 7.644 7.947 -0.700 0.587 -0.105
C 7.219 10.741 4.501 -0.243 1.096 -0.402
Tc 6.610 7.971 5.545 3.084 -0.261 -0.941
C 6.935 9.088 8.995 -0.159 -0.173 -1.236
H 11.306 6.659 10.587 0.121 -0.144 0.250
C 9.562 7.034 9.468 -1.871 0.935 -1.364
C 6.403 6.262 8.728 -0.944 0.411 -1.397
S 6.673 9.334 3.606 -0.125 -0.685 0.854
C 9.884 7.234 7.033 -1.308 0.005 0.527
S 3.560 5.918 3.406 -0.034 -0.273 0.428
H 8.871 7.115 10.303 0.470 -0.067 0.186
Sb 4.430 4.972 5.205 -0.773 -0.476 0.003
```
Positions in Å, forces in eV/Å.

Orbital gap (alpha / beta) (eV): 4.9 / 4.9
Net charge: +2
Energy relative to the best compared isomer or geometry (same formula, charge and spin) (kcal per mole): 56.1
LUMO energy (alpha / beta) (eV): -9.880 / -9.879